(1)
Molecular formula: C27H43AlBCl6F2Li2N2O12P
Method: DFT, ωB97M-V/def2-TZVPD

Last column: Löwdin charge in e.
Element x y z (Å)
C (-0.21039, 2.52973, 1.05404)  -0.103
C (-1.08273, 2.91301, -0.13074)  -0.330
C (-0.52588, 2.40662, -1.45122)  -0.216
C (-0.52485, 0.85033, -1.63235)  -0.462
C (-1.49953, 0.14122, -0.70595)  -0.148
P (1.25495, 0.32325, -1.41549)  1.062
C (2.09690, 1.07507, -2.86751)  -0.363
C (3.63660, 1.22361, -2.68053)  -0.228
C (4.39812, 0.71487, -3.92183)  -0.199
C (4.72247, 1.84281, -4.93419)  -0.146
C (6.22675, 1.95692, -5.24855)  -0.257
O (6.85235, 3.10244, -4.75876)  -0.175
C (6.76358, 3.21819, -3.33705)  -0.058
C (1.45225, -1.48817, -1.71674)  -0.794
Cl (2.17977, -1.97413, -3.22042)  0.694
C (1.12895, -2.46170, -0.83978)  -0.828
C (0.49970, -2.21748, 0.48818)  -0.125
Cl (1.42235, -4.12837, -1.15246)  0.741
H (0.28806, 1.57989, 0.85450)  0.051
H (0.55978, 3.27519, 1.22123)  0.069
H (-0.78362, 2.41358, 1.96854)  0.043
H (-1.05252, 4.11277, -0.19164)  -0.070
H (-2.16776, 2.72059, 0.02749)  -0.011
H (-1.08917, 2.81499, -2.28600)  0.129
H (0.48970, 2.79300, -1.49954)  0.079
H (-0.83299, 0.61153, -2.65000)  0.119
H (-2.49343, 0.58222, -0.73696)  0.063
H (-1.18736, 0.13392, 0.33549)  0.060
H (-1.58911, -0.90532, -1.01555)  0.010
H (1.68671, 2.06975, -3.02994)  0.082
H (1.85402, 0.52064, -3.76976)  0.049
H (3.97416, 0.77608, -1.75124)  0.101
H (3.84917, 2.28651, -2.61922)  0.083
H (5.30447, 0.21334, -3.58802)  0.108
H (3.81583, -0.03179, -4.45305)  0.068
H (4.22549, 1.59103, -5.87070)  0.103
H (4.34563, 2.80223, -4.59518)  0.119
H (6.77407, 1.09409, -4.85200)  0.125
H (6.41962, 1.95807, -6.34014)  0.047
H (6.79983, 2.23024, -2.87483)  0.097
H (7.61807, 3.79229, -3.00144)  0.104
H (5.84258, 3.72809, -3.06357)  0.085
H (0.87341, -2.87734, 1.26382)  0.100
H (-0.55838, -2.49284, 0.38848)  0.019
H (0.54864, -1.17775, 0.79410)  0.064
Li (-2.01459, -2.49553, -0.68688)  0.773
C (-3.57095, -9.16841, -2.87438)  -0.049
C (-2.40141, -8.42330, -2.95941)  -0.049
C (-2.19317, -7.35865, -2.10081)  -0.004
C (-3.16954, -7.06061, -1.16370)  -0.158
C (-4.34550, -7.78938, -1.06758)  0.010
C (-4.54175, -8.84880, -1.93296)  -0.053
N (-2.95347, -5.95277, -0.24041)  -0.352
O (-1.91281, -5.29696, -0.35225)  -0.021
O (-3.78984, -5.71602, 0.59476)  0.108
H (-3.72664, -10.00325, -3.54271)  0.120
H (-1.64940, -8.67512, -3.69393)  0.113
H (-1.28512, -6.77772, -2.16165)  0.111
H (-5.09551, -7.53922, -0.33214)  0.126
H (-5.44910, -9.43126, -1.87286)  0.122
O (-3.21614, -11.40262, -0.64223)  -0.048
H (-2.68005, -10.82601, -0.08955)  0.037
H (-2.70582, -12.21729, -0.69435)  0.045
Cl (0.05367, 5.42651, -0.25232)  0.341
Li (6.81456, 1.66229, -8.27528)  0.934
C (-4.05308, 5.26759, 3.25593)  0.030
C (-3.33015, 4.14158, 3.92947)  -0.433
O (-2.84618, 3.13922, 3.25293)  -0.223
N (-3.16552, 4.14232, 5.21012)  0.113
C (-3.60751, 5.13365, 6.19097)  0.001
H (-4.08820, 5.09686, 2.18147)  0.077
H (-5.07310, 5.33943, 3.63287)  0.115
H (-3.53452, 6.20830, 3.43532)  0.114
H (-2.66453, 3.33627, 5.56942)  0.183
H (-2.73522, 5.51311, 6.71845)  0.118
H (-4.26322, 4.63498, 6.90745)  0.067
H (-4.13692, 5.95879, 5.73072)  0.098
C (2.25752, -5.57267, -4.79967)  -1.581
Cl (0.82194, -5.10280, -5.71576)  0.514
Cl (2.35723, -7.32060, -4.63782)  0.549
Cl (3.71969, -4.91862, -5.54253)  0.521
H (2.17315, -5.14482, -3.80975)  -0.050
B (-2.91863, 4.48040, 11.20818)  -1.029
O (-3.48724, 3.40397, 10.30486)  0.238
C (-4.14348, 3.95113, 9.33456)  -0.416
O (-4.69415, 3.38603, 8.41588)  0.089
C (-4.07843, 5.49061, 9.49977)  -0.420
O (-4.58649, 6.26338, 8.72511)  0.123
O (-3.37964, 5.76569, 10.55389)  0.241
F (-1.54594, 4.41511, 11.19785)  0.171
F (-3.43550, 4.36992, 12.46726)  0.190
C (4.71538, 3.71778, -0.21673)  -0.780
O (5.26715, 4.80409, -0.44866)  0.116
O (5.56936, 2.65968, -0.00716)  0.084
O (3.50079, 3.46853, -0.16897)  0.103
H (6.43386, 3.10048, -0.08432)  0.119
Al (-3.52209, 2.12152, 1.85600)  0.890

Cartesian forces (eV/Å) of the 6 atoms listed first:
-0.56 -0.07 -0.18
0.68 -0.96 0.30
-0.52 0.04 -0.03
0.31 -0.31 -0.24
-0.06 -0.06 0.24
0.51 0.34 0.83

Computed properties:
- Net charge: +2
- HOMO level: -11.327 eV
- Energy: -5650.93536 hartree
- Orbital gap: 1.34 eV

=====

(2)
Molecular formula: C4H5NO
Method: DFT, ωB97M-V/def2-TZVPD

Last column: Löwdin charge in e.
Element x y z (Å)
C (1.62967, 0.18915, 0.75644)  -0.044
C (-0.18682, 0.20685, 0.25652)  -0.490
C (0.63303, -0.23646, -0.63510)  -0.007
N (-1.85063, -0.70830, -1.78494)  0.089
C (-2.55900, -0.11631, -1.09312)  -0.060
O (-0.93780, 0.71944, 1.00324)  0.103
H (1.46412, -0.28785, 1.73956)  0.091
H (2.49735, -0.22286, 0.28218)  0.062
H (1.76667, 1.26697, 0.92132)  0.090
H (0.73092, -1.25059, -1.01726)  0.096
H (-3.18751, 0.43997, -0.42886)  0.072

Cartesian forces (eV/Å) of the 6 atoms listed first:
0.93 -0.28 -0.35
-1.76 0.18 -0.22
0.74 0.19 1.78
-1.02 0.49 0.51
0.39 -0.57 -0.76
0.07 0.00 -0.11

Computed properties:
- Net charge: 0
- HOMO level: -9.257 eV
- Relative energy (zero: lowest compared OMol25 entry of this formula, charge and spin): 85.9 kcal per mole
- Energy: -285.27767 hartree
- Orbital gap: 10.22 eV

=====

(3)
Molecular formula: CH3ClN2O2
Method: DFT, ωB97M-V/def2-TZVPD

Last column: Löwdin charge in e.
Element x y z (Å)
C (-0.94156, -0.95959, -0.81096)  -0.627
N (0.48928, 1.05954, 0.73433)  -0.179
N (1.09602, -0.12065, 0.81750)  -0.101
O (0.89429, 2.09474, 0.18695)  0.035
O (1.90402, -0.47290, -0.02826)  0.000
Cl (-2.44467, -0.36915, -0.56722)  0.604
H (-0.43404, -0.81478, -1.81263)  0.044
H (-0.42778, -1.67578, -0.10873)  0.026
H (-0.13557, 1.25858, 1.58900)  0.196

Cartesian forces (eV/Å) of the 6 atoms listed first:
3.14 -1.52 -0.99
-1.21 2.55 1.75
1.33 -2.77 -0.09
0.37 -0.08 -0.89
-0.92 1.49 0.79
-1.45 0.44 0.31

Computed properties:
- Net charge: 0
- HOMO level (alpha / beta): -10.202 / -8.412 eV
- Relative energy (zero: lowest compared OMol25 entry of this formula, charge and spin): 112.6 kcal per mole
- Energy: -759.83195 hartree
- Orbital gap (alpha / beta): 10.13 / 6.45 eV

=====

(4)
Molecular formula: C58H51BaN3OP2S2
Method: DFT, ωB97M-V/def2-TZVPD

Last column: Löwdin charge in e.
Element x y z (Å)
Ba (1.71799, -1.64732, 0.39379)  1.494
C (-2.49806, -1.16499, -0.01683)  -0.311
N (-2.96272, 0.16068, -0.29064)  -0.175
C (-1.87776, 1.07769, -0.47442)  -0.321
P (-1.12775, 1.93776, 1.05875)  1.129
C (-2.38692, 3.22019, 1.38887)  -0.371
C (-2.59893, 4.21616, 0.42056)  -0.134
C (-3.40913, 5.29936, 0.68140)  -0.105
C (-4.00916, 5.44724, 1.92570)  -0.101
C (-3.75393, 4.50258, 2.91627)  -0.089
C (-2.94102, 3.42131, 2.65690)  -0.092
C (-1.49099, 0.76755, 2.42016)  -0.406
C (-0.42732, 0.34539, 3.21401)  -0.109
C (-0.63833, -0.47827, 4.30471)  -0.080
C (-1.91801, -0.92198, 4.59673)  -0.127
C (-2.97716, -0.52969, 3.79466)  -0.084
C (-2.77658, 0.32243, 2.72598)  -0.120
C (-4.28645, 0.50773, -0.38173)  -0.241
C (-4.68428, 1.78313, -0.82153)  -0.037
C (-6.01219, 2.13664, -0.92137)  -0.100
C (-7.01646, 1.24594, -0.57591)  -0.123
C (-6.64945, -0.01542, -0.13253)  -0.096
C (-5.32345, -0.38330, -0.04137)  -0.025
P (-2.00963, -2.25035, -1.50806)  1.129
C (-1.64888, -1.09580, -2.88234)  -0.395
C (-2.50252, -0.07669, -3.33416)  -0.114
C (-2.14579, 0.69458, -4.42487)  -0.084
C (-0.96068, 0.45382, -5.10121)  -0.088
C (-0.11464, -0.56764, -4.67270)  -0.094
C (-0.44803, -1.31178, -3.56025)  -0.109
C (-3.68155, -2.81852, -1.98816)  -0.368
C (-4.17441, -2.69636, -3.28815)  -0.098
C (-5.37723, -3.26241, -3.65286)  -0.094
C (-6.09856, -4.02593, -2.74122)  -0.104
C (-5.58258, -4.22294, -1.46745)  -0.099
C (-4.39050, -3.63826, -1.09520)  -0.117
H (-3.20223, -1.75968, 0.56391)  0.076
H (-1.58015, -1.10307, 0.57190)  0.029
H (-2.13137, 1.87543, -1.17411)  0.068
H (-1.04009, 0.51679, -0.90502)  0.055
H (-2.11787, 4.13023, -0.54656)  0.097
H (-3.57827, 6.04562, -0.08543)  0.097
H (-4.64856, 6.29506, 2.13084)  0.091
H (-4.19547, 4.61769, 3.89848)  0.099
H (-2.73363, 2.71261, 3.44554)  0.098
H (0.56982, 0.69663, 2.98333)  0.089
H (0.19420, -0.76949, 4.93268)  0.113
H (-2.09355, -1.57595, 5.43938)  0.092
H (-3.97466, -0.88688, 4.01000)  0.104
H (-3.61919, 0.65290, 2.13625)  0.102
H (-3.95015, 2.52319, -1.08920)  0.078
H (-6.26275, 3.12948, -1.27514)  0.098
H (-8.05772, 1.53156, -0.64466)  0.087
H (-7.41207, -0.73223, 0.15070)  0.101
H (-5.09983, -1.37804, 0.30754)  0.089
H (-3.44347, 0.09099, -2.82956)  0.102
H (-2.80035, 1.48830, -4.76763)  0.100
H (-0.68769, 1.06453, -5.95093)  0.098
H (0.80266, -0.77218, -5.20953)  0.103
H (0.22494, -2.08050, -3.19384)  0.101
H (-3.60962, -2.13576, -4.01873)  0.091
H (-5.75616, -3.12086, -4.65803)  0.097
H (-7.03668, -4.48048, -3.03231)  0.091
H (-6.11962, -4.84884, -0.76430)  0.100
H (-4.00084, -3.81416, -0.09945)  0.107
C (3.64388, -3.45230, -0.19116)  -0.287
C (3.84475, -4.44334, 0.73303)  -0.574
C (3.28952, -5.74860, 0.54268)  -0.143
C (3.62818, -6.79999, 1.34995)  -0.185
C (4.54691, -6.65139, 2.38591)  -0.210
C (5.09155, -5.38989, 2.60963)  -0.181
C (4.76232, -4.31815, 1.82290)  -0.131
H (2.56117, -5.87817, -0.24814)  0.074
H (3.16005, -7.76454, 1.18487)  0.073
H (4.81326, -7.48965, 3.01515)  0.046
H (5.78121, -5.24549, 3.43476)  0.075
H (5.18133, -3.34080, 2.03319)  0.065
S (-1.66391, -4.01213, 3.43548)  0.498
C (-0.77793, -3.31231, 2.31075)  -1.026
N (-0.13849, -2.78696, 1.48167)  -0.275
C (2.06134, 3.31100, -5.55818)  -0.055
C (1.94536, 2.41147, -4.36269)  -0.273
C (2.65375, 1.21128, -4.27005)  -0.042
C (2.49099, 0.40251, -3.16489)  -0.141
N (1.69801, 0.70915, -2.13579)  0.068
C (1.06349, 1.87968, -2.19816)  -0.136
C (1.13862, 2.74627, -3.26574)  -0.025
H (2.42039, 2.75982, -6.42650)  0.073
H (2.75692, 4.13139, -5.36057)  0.084
H (1.09288, 3.74489, -5.80472)  0.073
H (3.31089, 0.90291, -5.07284)  0.111
H (3.01157, -0.54432, -3.07527)  0.121
H (0.46482, 2.13383, -1.33278)  0.064
H (0.58760, 3.67806, -3.25588)  0.109
O (2.90157, 0.22987, 0.76345)  -0.957
S (4.37373, 0.09143, 0.62474)  0.886
C (5.01527, 1.75978, 0.54844)  -0.409
C (4.36218, 2.84643, 1.14081)  -0.124
C (4.99160, 4.06699, 1.22146)  -0.134
C (6.27929, 4.23770, 0.71258)  -0.159
C (6.92667, 3.15675, 0.10886)  -0.143
C (6.30359, 1.93281, 0.02974)  -0.136
C (4.96772, -0.13984, 2.29615)  -0.377
C (6.20303, -0.76810, 2.49007)  -0.114
C (6.73432, -0.87193, 3.75459)  -0.110
C (6.05977, -0.33476, 4.85114)  -0.123
C (4.84415, 0.31978, 4.65212)  -0.113
C (4.30238, 0.41858, 3.39306)  -0.103
H (3.35571, 2.71297, 1.50378)  0.087
H (4.48081, 4.90479, 1.68044)  0.086
H (6.76679, 5.20150, 0.77634)  0.068
H (7.92401, 3.28850, -0.29491)  0.083
H (6.79416, 1.08819, -0.43387)  0.094
H (6.71791, -1.17870, 1.63216)  0.107
H (7.67978, -1.37775, 3.90512)  0.093
H (6.46647, -0.43267, 5.84772)  0.079
H (4.31817, 0.74792, 5.49627)  0.091
H (3.35397, 0.91012, 3.23144)  0.086

Cartesian forces (eV/Å) of the 6 atoms listed first:
0.09 -2.46 -2.02
0.46 -0.61 -0.44
-0.01 0.01 0.02
0.36 0.48 0.41
-0.29 -0.45 -0.09
0.15 0.73 0.05

Computed properties:
- Net charge: -2
- HOMO level (alpha / beta): 1.477 / 1.051 eV
- Relative energy (zero: lowest compared OMol25 entry of this formula, charge and spin): 48.6 kcal per mole
- Energy: -3984.66667 hartree
- Orbital gap (alpha / beta): 1.84 / 2.26 eV